DFT (ωB97M-V/def2-TZVPD) results for a cluster of 11 separate species, C6H33NO11 in total.

```
51
Properties=species:S:1:pos:R:3:forces:R:3
C -2.622 1.699 1.386 0.5 0.1 0.1
C -2.010 0.315 1.216 0.3 0.1 0.4
C -0.966 0.277 0.094 -0.5 -0.3 -0.1
C -1.610 0.521 -1.264 -0.1 -0.4 -0.3
N -0.293 -1.032 0.112 0.3 0.2 0.2
C 0.993 -1.201 0.422 -0.2 0.3 -0.6
C 1.558 -2.581 0.393 -0.2 -0.5 0.4
O 1.723 -0.210 0.659 0.1 -0.1 0.4
H -3.208 1.967 0.509 -0.2 0.1 0.2
H -1.841 2.457 1.523 0.0 -0.1 -0.2
H -3.209 1.753 2.296 -0.4 -0.1 0.0
H -1.565 -0.020 2.165 0.1 0.1 -0.2
H -2.801 -0.414 1.007 0.1 0.0 -0.1
H -0.198 1.041 0.211 -0.1 -0.1 0.4
H -1.866 1.566 -1.412 0.0 0.1 0.1
H -2.525 -0.072 -1.387 0.2 0.0 0.0
H -0.911 0.241 -2.051 -0.1 0.0 -0.1
H -0.858 -1.847 -0.061 0.0 -0.2 -0.1
H 1.126 -3.151 1.216 -0.2 -0.1 0.0
H 1.327 -3.089 -0.539 -0.2 0.0 -0.1
H 2.626 -2.596 0.551 0.2 0.4 -0.1
O 1.157 -0.729 -3.601 -0.4 0.7 0.6
H 2.092 -0.744 -3.846 0.2 -0.1 0.1
H 1.130 0.017 -2.941 0.1 -0.7 -0.6
O 0.253 3.425 -1.106 -0.2 -0.4 0.2
H 0.376 3.527 -0.133 -0.1 0.2 -0.1
H 0.585 4.229 -1.492 0.2 0.5 -0.2
O 0.573 3.751 1.547 -0.4 -0.1 0.4
H -0.208 4.104 2.003 0.4 -0.1 -0.2
H 0.755 2.880 1.978 0.0 0.3 0.0
O 1.709 1.203 -1.663 -0.1 0.0 0.2
H 1.686 0.781 -0.773 0.2 0.3 -0.4
H 1.228 2.060 -1.581 0.1 -0.2 0.1
O -2.884 -2.702 -3.090 0.0 0.1 0.1
H -2.949 -2.749 -4.053 0.2 0.1 0.4
H -1.928 -2.677 -2.862 -0.4 -0.2 -0.5
O 1.200 1.384 2.665 0.5 -0.6 -0.5
H 2.112 1.444 3.005 -0.5 0.0 -0.2
H 1.285 0.779 1.851 0.2 0.5 0.6
O -0.160 -2.921 -2.746 0.3 0.2 0.2
H 0.125 -3.572 -3.401 0.0 0.3 0.1
H 0.333 -2.080 -2.952 -0.1 -0.5 -0.3
O -0.779 -2.726 3.393 0.0 0.0 0.2
H -1.167 -3.220 4.135 0.3 0.4 -0.4
H -0.421 -1.887 3.763 -0.4 -0.5 0.1
O -0.022 -0.298 4.483 0.3 0.2 -0.4
H 0.385 0.240 3.756 -0.4 0.0 0.8
H -0.694 0.242 4.914 0.2 0.0 -0.2
O 3.777 0.145 -3.154 -0.2 0.2 0.1
H 4.436 -0.193 -2.543 0.0 0.0 0.0
H 3.146 0.661 -2.603 0.4 -0.1 -0.1
```
Positions in Å, forces in eV/Å.

- SMILES string = CC[C@H](C)NC(C)=O.O.O.O.O.O.O.O.O.O.O
- frontier orbital gap (eV) = 10.59
- electronic energy (hartree) = -1130.89788